1.
Density functional theory data (ωB97M-V/def2-TZVPD) for a 10-piece molecular cluster, C44H78N12O8 overall.

Structure (XYZ):
```
142
Properties=species:S:1:pos:R:3:forces:R:3
C 12.915 12.689 9.198 -0.1 0.3 0.2
C 13.470 12.517 7.786 -1.3 -0.3 0.3
N 13.693 11.132 7.437 -0.3 -1.6 0.1
C 14.895 10.488 7.450 1.0 -0.7 -0.1
C 14.660 9.193 7.094 -0.7 -0.2 0.4
N 13.287 9.046 6.878 1.1 2.5 0.0
C 12.733 10.263 7.111 -0.4 -1.0 -0.6
C 12.791 7.780 6.374 0.6 -0.3 0.9
H 13.564 12.324 9.994 0.3 -0.3 -0.4
H 11.938 12.218 9.340 0.0 0.0 -0.2
H 12.822 13.741 9.461 -0.1 0.1 -0.3
H 14.416 12.967 7.670 1.0 1.0 0.0
H 12.767 12.811 7.004 0.0 0.8 0.3
H 15.832 10.997 7.726 -0.7 -0.2 0.0
H 15.266 8.292 7.119 0.1 0.5 -0.3
H 11.665 10.501 7.008 0.8 -0.1 0.0
H 11.830 7.799 5.916 -0.8 0.4 0.0
H 12.806 7.186 7.288 -0.3 -0.8 -0.6
H 13.503 7.423 5.631 0.0 -0.1 0.2
C 12.309 19.459 15.539 0.5 -0.4 1.4
C 12.238 20.625 14.580 -1.3 -0.9 -0.2
N 11.119 20.257 13.676 0.2 0.7 0.3
C 9.794 20.384 14.034 0.3 1.4 2.0
C 9.064 19.682 13.186 0.2 -1.8 -1.8
N 9.960 19.072 12.304 1.1 0.8 0.3
C 11.217 19.479 12.617 -1.5 -0.4 -0.2
C 9.645 18.298 11.106 0.7 -0.8 1.2
H 13.236 19.546 16.157 -1.0 0.1 0.1
H 12.492 18.535 15.005 -0.2 -0.2 -0.4
H 11.341 19.301 16.126 1.5 0.5 -0.5
H 13.114 20.732 13.978 0.7 0.2 -0.4
H 11.971 21.551 15.070 0.0 0.3 0.0
H 9.494 20.959 14.927 0.3 -0.4 -0.8
H 8.031 19.437 13.072 -0.4 0.3 0.2
H 12.139 19.248 12.106 0.0 -0.1 -0.1
H 9.658 17.206 11.323 -0.1 0.9 -0.1
H 10.442 18.546 10.445 0.3 -0.1 -0.8
H 8.725 18.659 10.726 -0.9 0.1 -0.5
C 18.632 12.676 12.670 0.7 0.0 -1.2
C 17.318 13.147 12.141 -1.2 -0.9 1.6
N 16.185 12.392 12.803 2.4 -0.6 -0.1
C 16.336 11.284 13.633 -0.9 0.1 0.1
C 15.096 11.011 14.133 -0.7 1.7 -0.4
N 14.265 12.004 13.601 0.5 -0.2 -0.6
C 14.955 12.823 12.795 -0.4 -1.3 0.5
C 12.833 12.029 13.730 -0.2 1.0 0.1
H 18.629 12.471 13.714 0.1 -0.3 0.8
H 19.304 13.505 12.528 0.6 0.2 -0.1
H 19.021 11.838 12.052 -0.3 0.3 0.7
H 17.298 13.005 11.094 -0.5 -0.1 -0.9
H 17.050 14.144 12.428 0.4 0.8 -0.2
H 17.283 10.821 13.828 0.0 -0.1 -0.1
H 14.587 10.419 14.882 0.8 -0.5 -0.2
H 14.600 13.642 12.186 -0.7 0.6 0.0
H 12.553 12.645 14.586 -0.2 -0.3 0.0
H 12.478 11.030 13.787 -0.4 -0.8 0.4
H 12.431 12.469 12.831 -0.2 0.3 -0.2
C 17.525 18.271 11.448 -0.3 -0.4 -0.9
C 16.316 17.954 10.590 0.7 0.4 -1.5
N 16.712 18.163 9.167 1.4 1.0 -2.3
C 16.956 19.426 8.608 -1.1 0.6 0.7
C 17.240 19.270 7.297 -0.1 0.2 0.6
N 17.241 17.949 7.013 0.6 -2.1 1.5
C 16.994 17.270 8.200 -0.4 0.5 -0.3
C 17.499 17.468 5.625 0.4 0.0 1.0
H 18.241 17.453 11.306 0.2 0.4 0.1
H 17.201 18.287 12.459 0.0 0.2 1.0
H 17.934 19.238 11.144 0.1 -0.2 0.3
H 15.484 18.651 10.696 -0.1 -0.2 0.6
H 16.051 16.909 10.612 -0.5 -0.3 0.4
H 16.705 20.357 9.120 0.1 -0.4 0.0
H 17.401 19.965 6.510 0.1 0.6 -0.1
H 16.979 16.197 8.438 -0.3 -0.1 -0.8
H 16.860 16.620 5.461 -0.5 0.0 -0.5
H 18.524 17.159 5.376 -0.1 0.1 0.8
H 17.319 18.357 5.038 -0.5 -0.2 -0.6
C 9.131 18.066 5.843 0.0 1.2 0.3
C 9.118 16.965 6.918 -0.4 1.8 -0.5
N 10.353 17.114 7.667 0.0 0.4 0.0
C 10.798 16.116 8.437 0.1 -3.3 1.0
C 11.905 16.478 9.128 0.4 0.9 -1.0
N 12.124 17.761 8.654 0.1 0.7 -0.4
C 11.154 18.173 7.844 -0.1 -0.7 0.2
C 13.249 18.633 8.955 -1.1 -0.4 2.3
H 9.954 17.947 5.112 -0.4 -0.2 0.5
H 9.195 19.102 6.265 0.2 -1.0 0.0
H 8.211 18.134 5.300 -0.6 -0.5 -0.4
H 9.112 16.005 6.407 0.0 -0.2 0.4
H 8.295 17.053 7.675 0.4 -0.1 -1.0
H 10.322 15.121 8.389 0.2 0.9 0.2
H 12.551 16.046 9.895 -0.4 -0.2 -0.4
H 10.920 19.229 7.673 0.0 0.0 -0.6
H 12.914 19.669 8.978 0.3 0.0 -0.4
H 14.126 18.404 8.387 0.3 0.1 -0.6
H 13.391 18.362 10.003 0.8 0.5 0.1
C 12.236 23.145 6.042 -0.5 -0.3 -1.7
C 13.519 23.237 6.860 -1.0 -0.9 0.7
N 13.184 23.990 8.092 0.2 0.0 0.3
C 13.540 25.298 8.318 -1.1 1.0 1.5
C 12.878 25.730 9.459 -0.2 -0.3 0.0
N 12.136 24.626 9.885 -0.4 0.1 -0.6
C 12.323 23.601 9.039 0.7 0.3 0.4
C 11.098 24.614 10.931 0.2 -0.9 -1.2
H 11.425 22.470 6.438 1.1 0.5 0.0
H 12.475 22.781 5.008 -0.1 0.1 0.9
H 11.776 24.127 5.874 0.2 -0.1 0.2
H 14.380 23.706 6.409 -0.1 0.5 -0.4
H 13.850 22.218 7.084 0.0 0.3 0.6
H 14.086 25.916 7.636 0.4 -0.2 -0.2
H 12.784 26.697 10.036 0.4 -1.4 -1.1
H 11.891 22.607 9.188 -0.1 0.0 -0.2
H 10.399 23.814 10.768 -0.2 -0.4 -0.6
H 10.553 25.517 10.978 -0.3 1.2 -0.1
H 11.509 24.373 11.852 1.1 0.0 1.8
C 15.170 22.778 11.630 -1.1 -1.1 -0.4
C 14.655 21.459 10.951 -0.8 0.3 0.5
O 14.614 21.407 9.692 0.4 0.1 0.3
O 14.210 20.568 11.735 0.4 0.2 -0.2
H 14.345 23.492 11.703 -0.2 -0.2 0.2
H 15.877 23.269 11.032 1.2 0.5 -1.0
H 15.599 22.588 12.593 0.0 -0.1 0.6
C 13.838 16.417 13.441 1.2 -0.2 2.4
C 13.003 15.935 12.348 1.5 -1.7 -1.7
O 12.056 16.604 12.005 -2.8 2.3 0.1
O 13.384 14.945 11.676 0.7 -1.6 -0.4
H 14.758 15.863 13.800 -0.9 0.4 -1.0
H 13.195 16.447 14.316 -0.1 0.4 0.3
H 14.074 17.419 13.135 0.5 0.7 0.3
C 8.161 21.318 9.407 -1.3 0.5 0.2
C 9.552 21.040 8.965 1.8 -0.9 -1.0
O 10.599 21.294 9.652 -1.4 0.1 0.1
O 9.611 20.498 7.828 0.1 0.1 -0.1
H 7.721 22.091 8.744 0.3 -0.3 0.3
H 8.158 21.709 10.414 -0.3 0.0 0.4
H 7.469 20.445 9.290 0.8 0.6 0.2
C 18.368 13.766 9.010 0.9 0.3 0.5
C 16.914 13.440 8.841 -1.0 0.8 -1.1
O 16.209 14.436 8.494 -0.1 -0.4 0.3
O 16.500 12.266 8.992 0.3 0.2 0.3
H 18.915 12.871 9.280 0.2 0.1 0.8
H 18.474 14.657 9.692 0.2 -1.1 -0.4
H 18.847 14.032 8.076 -0.3 0.4 -0.4
```
Positions in Å, forces in eV/Å.

The frontier orbital gap comes out at 8.49 eV. As for the relative energy (zero: lowest compared OMol25 entry of this formula, charge and spin): 0.0 kJ/mol. Its total energy is -2981.8875 Eh. As for the total charge: +2. Its lowest unoccupied orbital energy is -3.2 eV.

=====

2.
Density functional theory data (ωB97M-V/def2-TZVPD) for a 4-piece molecular cluster, C44H79FN3O7 overall.

Structure (XYZ):
```
134
Properties=species:S:1:pos:R:3:forces:R:3
C 2.004 -3.676 -1.058 0.8 0.4 -0.1
C 3.515 -3.025 -1.109 0.4 -0.6 0.1
C 3.789 -2.036 -2.393 -0.4 0.6 1.2
C 5.400 -1.819 -2.737 -0.3 0.3 -1.3
C 5.880 -0.237 -2.486 -1.4 -0.3 -0.6
C 5.540 0.299 -0.975 0.3 1.1 0.0
C 6.834 0.451 0.019 -0.3 -0.3 0.6
C 8.033 -0.641 -0.224 0.2 0.2 1.1
C 7.635 -2.097 0.443 1.3 0.5 0.1
C 9.034 -3.010 0.493 -0.9 -0.4 0.6
C 8.610 -4.614 0.693 1.2 0.8 -0.5
C 7.959 -5.264 -0.662 -3.5 -3.0 -1.1
C 6.760 -6.138 -0.765 2.3 1.8 -0.2
C 5.744 -6.720 0.381 -0.6 -0.7 -0.4
C 5.328 -5.654 1.555 0.0 7.2 -1.0
O 5.239 -4.354 1.264 0.5 -9.4 2.6
F 5.091 -6.078 2.982 0.8 0.8 -4.6
C 6.528 -6.574 -2.334 -3.2 -2.2 -1.9
O 5.499 -7.156 -2.961 7.3 4.0 4.5
O 7.804 -6.240 -3.051 -1.4 2.4 2.8
C 8.468 -5.177 -2.251 3.7 4.1 -0.5
O 9.350 -4.255 -2.705 -6.2 -6.9 2.7
H 1.655 -3.828 -2.179 0.5 0.1 2.5
H 1.280 -2.944 -0.481 1.4 -1.6 -1.3
H 2.093 -4.714 -0.485 -0.5 2.2 -1.3
H 4.280 -3.924 -1.191 -1.5 1.8 0.1
H 3.738 -2.507 -0.065 -0.4 -0.9 -2.3
H 3.167 -2.445 -3.296 1.4 0.7 1.5
H 3.319 -0.977 -2.107 1.0 -2.2 -0.8
H 6.097 -2.597 -2.209 -1.4 1.5 -0.7
H 5.495 -2.040 -3.906 0.0 0.5 2.5
H 5.193 0.398 -3.226 1.5 -1.4 1.5
H 6.986 -0.040 -2.843 -2.2 -0.5 1.0
H 5.090 1.397 -1.105 0.9 -2.4 0.3
H 4.718 -0.314 -0.403 1.6 0.9 -1.5
H 6.427 0.254 1.124 1.0 0.5 -2.3
H 7.222 1.564 0.025 -0.6 -2.3 -0.3
H 8.981 -0.239 0.379 -2.0 -0.9 -1.2
H 8.387 -0.755 -1.334 -0.9 0.2 2.1
H 6.791 -2.672 -0.140 1.6 1.2 1.1
H 7.282 -1.878 1.559 0.6 -0.7 -2.4
H 9.690 -2.838 -0.464 -1.4 -0.5 1.8
H 9.674 -2.734 1.461 -1.4 -0.5 -2.2
H 7.925 -4.640 1.641 0.9 -0.3 -2.2
H 9.604 -5.196 0.987 -2.2 1.0 -0.9
H 6.155 -7.741 0.806 -0.8 2.3 -0.7
H 4.731 -6.999 -0.187 2.1 0.7 1.3
C -0.358 3.278 -1.270 0.1 0.2 0.1
C -0.200 1.956 -0.473 -1.4 0.6 -1.3
C -1.061 2.010 0.817 0.3 -0.1 0.2
C -0.470 2.904 1.902 0.0 0.0 0.0
C 0.976 2.514 2.202 -0.3 -0.2 -0.2
C 1.872 2.478 0.936 1.4 1.3 0.7
N 1.254 1.702 -0.193 -0.6 -4.4 2.5
O 1.389 0.334 0.113 0.0 3.5 -1.2
C 2.184 3.929 0.483 -0.1 0.2 -0.1
C 3.280 1.926 1.343 -0.4 -0.6 -0.3
C -0.831 0.891 -1.433 0.6 -0.3 0.4
H -0.212 4.174 -0.671 0.1 0.0 0.0
H 0.335 3.311 -2.119 0.0 -0.1 0.2
H -1.372 3.373 -1.677 0.2 -0.3 0.1
H -1.178 0.999 1.230 0.2 0.0 -0.2
H -2.074 2.359 0.581 0.2 -0.1 -0.2
H -0.530 3.955 1.604 0.0 0.0 0.0
H -1.068 2.812 2.816 0.0 0.1 -0.1
H 1.388 3.216 2.938 0.2 -0.1 -0.3
H 0.974 1.531 2.688 0.1 0.0 -0.2
H 2.644 3.945 -0.513 -0.1 -0.1 0.1
H 2.891 4.416 1.168 -0.1 -0.4 0.0
H 1.315 4.584 0.474 0.0 -0.1 -0.1
H 3.233 0.929 1.795 -0.1 0.1 -0.3
H 3.755 2.574 2.090 -0.4 0.1 -0.2
H 3.950 1.880 0.476 -0.3 0.0 0.2
H -0.252 0.803 -2.360 0.0 0.0 0.2
H -1.854 1.170 -1.710 0.3 0.2 0.2
H -0.902 -0.103 -0.976 0.2 0.2 0.0
C -4.146 4.376 6.594 -0.1 -0.2 0.2
C -4.417 4.480 5.069 0.4 1.4 1.4
C -5.901 4.863 4.821 0.0 -0.3 -0.2
C -6.871 3.711 5.062 0.0 0.0 0.0
C -6.463 2.478 4.260 0.1 0.4 0.0
C -4.992 2.050 4.507 -0.4 -1.9 0.6
N -4.026 3.196 4.394 -1.2 1.4 -4.7
O -3.863 3.476 3.024 0.1 -0.9 3.6
C -4.875 1.384 5.904 0.0 0.1 0.3
C -4.648 0.877 3.528 0.2 0.7 -0.4
C -3.525 5.692 4.637 0.0 -0.5 -0.7
H -4.863 3.757 7.129 0.1 -0.1 -0.1
H -3.140 3.987 6.789 -0.2 0.0 -0.1
H -4.209 5.360 7.073 0.0 -0.1 -0.3
H -6.028 5.210 3.787 0.2 -0.1 0.1
H -6.185 5.708 5.461 0.3 -0.1 0.0
H -6.924 3.475 6.130 0.0 0.0 0.0
H -7.881 4.019 4.768 0.1 0.0 0.1
H -7.144 1.653 4.507 0.3 0.0 0.0
H -6.618 2.691 3.196 0.2 0.0 0.0
H -3.826 1.251 6.195 -0.2 0.1 -0.1
H -5.336 0.388 5.909 0.1 0.2 -0.3
H -5.387 1.928 6.695 0.1 0.1 0.0
H -4.787 1.146 2.475 0.2 0.2 0.3
H -5.298 0.012 3.707 0.0 0.3 0.3
H -3.612 0.542 3.665 -0.1 0.1 0.0
H -2.461 5.470 4.781 -0.2 -0.1 -0.1
H -3.758 6.583 5.233 -0.1 -0.4 0.1
H -3.678 5.980 3.590 0.1 -0.3 0.2
C -4.668 -2.744 -4.490 -0.1 0.0 -0.2
C -4.865 -1.671 -3.386 0.5 -2.0 0.1
C -6.303 -1.764 -2.809 0.0 0.4 -0.1
C -7.368 -1.205 -3.746 0.0 0.0 0.0
C -7.022 0.218 -4.177 0.1 -0.2 0.3
C -5.600 0.342 -4.786 -0.5 0.8 -1.8
N -4.545 -0.310 -3.937 -0.9 2.6 4.3
O -4.303 0.539 -2.840 -0.2 -2.2 -3.1
C -5.595 -0.269 -6.213 0.0 -0.2 -0.1
C -5.306 1.857 -5.050 0.3 -0.2 0.7
C -3.865 -2.127 -2.271 0.0 0.8 0.0
H -5.453 -2.753 -5.243 0.0 0.1 0.0
H -3.704 -2.616 -4.995 -0.2 0.1 0.1
H -4.676 -3.754 -4.062 0.0 0.3 0.2
H -6.359 -1.218 -1.858 0.2 0.0 -0.1
H -6.548 -2.808 -2.573 0.3 0.1 -0.1
H -7.485 -1.854 -4.620 0.0 0.0 0.0
H -8.338 -1.205 -3.236 0.1 0.0 -0.1
H -7.774 0.564 -4.898 0.3 0.0 -0.1
H -7.115 0.875 -3.304 0.2 0.0 -0.1
H -4.572 -0.380 -6.594 -0.2 0.0 0.2
H -6.131 0.376 -6.922 0.1 0.1 0.4
H -6.097 -1.232 -6.282 0.1 0.0 0.1
H -5.379 2.470 -4.144 0.2 -0.3 -0.1
H -6.028 2.280 -5.759 0.0 -0.4 0.1
H -4.306 1.994 -5.480 -0.1 -0.1 0.1
H -2.828 -2.070 -2.623 -0.2 0.1 0.0
H -4.054 -3.167 -1.976 -0.2 0.2 -0.3
H -3.950 -1.533 -1.354 0.0 0.1 -0.3
```
Positions in Å, forces in eV/Å.

The frontier orbital gap (alpha / beta) comes out at 7.12 / 7.71 eV. The expectation value of S² is 3.76. Its total energy is -2514.1297 Eh. As for the multiplicity: 4. Its lowest unoccupied orbital energy (alpha / beta) is -1.6 / -1.6 eV.